4 unconnected molecules or ions with the total composition C9H21ClN3O7. Source: the Open Molecules 2025 dataset; level of theory: the ωB97M-V functional and the def2-TZVPD basis.

Summary:
DFT total energy: -40987.392 eV
multiplicity: 2
orbital gap (alpha / beta): 9.557 / 3.247 eV
LUMO (alpha / beta): -0.076 / -6.386 eV

Last column: Löwdin spin population.
Geometry (Å):
Cl (1.272189, 0.457365, 0.430803)  -0.0617
O (0.378711, -0.491356, -0.086696)  0.4026
O (2.556039, -0.189158, 0.330835)  0.4566
O (1.220856, 1.663038, -0.299826)  -0.0103
O (0.927067, 0.567492, 1.773964)  0.2060
C (1.628807, -2.321550, -3.382174)  -0.0003
C (2.450156, -3.608259, -3.191641)  0.0000
O (3.131162, -4.155233, -4.076249)  0.0028
N (2.279125, -4.218037, -2.019533)  0.0030
C (1.964755, -3.658696, -0.656893)  0.0009
H (1.774658, -1.791267, -4.323252)  0.0000
H (1.620953, -1.744221, -2.457665)  -0.0005
H (0.618500, -2.728839, -3.343463)  0.0000
H (2.789071, -5.083699, -1.916158)  0.0000
H (1.039855, -3.085362, -0.594099)  -0.0001
H (2.798870, -2.994696, -0.430061)  0.0003
H (1.916862, -4.385537, 0.153979)  0.0000
C (-3.005825, -2.870754, 0.958562)  0.0000
C (-3.754224, -2.331867, -0.226934)  0.0000
O (-4.981319, -2.467463, -0.381656)  0.0004
N (-3.118809, -1.520086, -0.982474)  0.0004
C (-3.659436, -0.617405, -1.959971)  0.0000
H (-2.288005, -2.171421, 1.387243)  0.0000
H (-2.451909, -3.690295, 0.500703)  0.0000
H (-3.676249, -3.293406, 1.706887)  0.0000
H (-2.119329, -1.427590, -0.870295)  -0.0002
H (-3.918166, 0.386228, -1.622513)  0.0000
H (-4.690048, -0.899216, -2.175694)  0.0000
H (-3.139617, -0.744472, -2.909574)  0.0000
C (-0.228008, 6.325137, 1.696582)  0.0000
C (0.885370, 5.695911, 2.623462)  0.0000
O (1.366956, 6.318714, 3.582982)  0.0000
N (1.254965, 4.406095, 2.397222)  0.0000
C (1.810297, 3.471240, 3.371313)  0.0000
H (0.014875, 7.377468, 1.549202)  0.0000
H (-1.227719, 6.213204, 2.116298)  0.0000
H (-0.113835, 5.921815, 0.690407)  0.0000
H (1.009152, 3.864352, 1.581008)  0.0000
H (2.405929, 2.687760, 2.902827)  -0.0001
H (0.993703, 3.080930, 3.978720)  0.0000
H (2.263615, 4.053135, 4.173820)  0.0000

Atomic forces in eV per Å
Cl 0.57 2.45 -0.53
O -1.70 -2.61 -1.87
O 0.87 -0.56 -0.28
O 0.27 -0.11 0.38
O -0.06 0.81 2.30
C -0.29 -1.31 0.66
C 0.93 0.37 -2.43
O -1.10 1.10 1.08
N -0.62 -1.25 3.34
C 0.60 0.78 -1.15
H 0.31 -0.07 0.41
H 0.54 0.54 -0.31
H -0.37 0.08 -0.48
H 0.07 0.04 -0.49
H -0.04 -0.07 -0.39
H -0.12 0.26 0.40
H 0.10 -0.48 -0.62
C 0.28 -1.06 -0.60
C -4.71 -0.53 2.56
O 1.05 -0.68 0.43
N 3.76 2.91 -2.40
C -1.99 -0.74 -0.80
H -0.17 0.06 -0.03
H 0.40 -0.36 0.47
H 0.03 0.23 -0.19
H -0.12 -0.07 0.25
H 1.26 0.36 0.19
H 0.04 -0.78 -0.07
H 0.21 0.69 0.18
C 2.02 -0.27 0.04
C -0.16 1.15 1.30
O -0.98 -0.81 -1.39
N 0.09 -1.41 -0.88
C -0.70 1.48 1.40
H -0.14 0.06 0.49
H 0.20 -0.17 -0.07
H -0.49 -0.43 0.03
H -0.64 0.94 -0.26
H 0.07 0.33 0.25
H -0.33 -0.82 -0.44
H 1.06 -0.05 -0.48


A single C4H6N2O2 molecule. Source: the Open Molecules 2025 dataset; level of theory: the ωB97M-V functional and the def2-TZVPD basis.

Summary:
DFT total energy: -11318.316 eV
relative energy (zero: lowest compared OMol25 entry of this formula, charge and spin): 2.726 eV
SMILES string: C/C=N/N=C\C(=O)O
orbital gap: 9.757 eV
LUMO: -0.192 eV

Last column: natural (NBO) charge in e.
Geometry (Å):
C (0.291398, 0.286202, -2.485193)  -0.6697
C (1.030694, 0.239666, -1.242233)  0.1451
C (0.290432, -0.323203, 2.017145)  0.0019
C (-1.226484, -0.093466, 2.280941)  0.7321
H (0.655709, -0.623040, -3.086089)  0.2503
H (-0.858624, 0.102510, -2.203431)  0.2442
H (0.417878, 1.296536, -2.947450)  0.2402
H (2.063133, 0.162050, -1.034933)  0.2050
H (0.824023, -0.410149, 2.938711)  0.2006
H (-1.263172, -0.002289, 0.379981)  0.5123
N (0.291783, -0.121766, -0.231180)  -0.3715
N (1.033609, -0.458190, 1.003713)  -0.2542
O (-1.910096, -0.052565, 1.204007)  -0.6773
O (-1.640281, -0.002295, 3.406011)  -0.5588

Atomic forces in eV per Å
C -1.93 -0.19 -1.17
C -2.44 -2.31 3.60
C -0.04 -0.09 1.42
C 2.05 0.07 0.59
H -0.55 1.69 0.29
H 2.63 0.52 -0.88
H -0.12 -1.14 -0.34
H 1.39 0.45 -0.49
H 0.24 -0.39 0.70
H -0.79 -0.38 1.29
N 1.32 0.05 0.34
N -0.99 1.42 -2.13
O -0.94 0.43 -2.93
O 0.16 -0.14 -0.28


4 unconnected molecules or ions with the total composition C4H15NO3. Source: the Open Molecules 2025 dataset; level of theory: the ωB97M-V functional and the def2-TZVPD basis.

Summary:
DFT total energy: -12022.933 eV
relative energy (zero: lowest compared OMol25 entry of this formula, charge and spin): 1.285 eV
SMILES string: C=CCNC.O.O.O
orbital gap: 9.906 eV
LUMO: 0.748 eV

Last column: natural (NBO) charge in e.
Geometry (Å):
C (-0.079729, 1.947794, 1.294792)  -0.4210
N (0.377355, 1.514940, -0.016317)  -0.6495
C (1.595700, 0.700044, -0.027937)  -0.2659
C (2.079697, -0.895271, -1.915112)  -0.3773
C (1.957485, 0.321196, -1.436141)  -0.1797
H (0.551918, 2.693337, 1.781908)  0.1682
H (-0.084108, 1.065539, 1.942490)  0.2170
H (-1.089476, 2.225413, 1.228402)  0.1957
H (0.382217, 2.278116, -0.646135)  0.3564
H (2.427662, 1.240179, 0.440446)  0.1780
H (1.342381, -0.166173, 0.578750)  0.2143
H (2.541056, -1.096330, -2.872460)  0.2038
H (1.724333, -1.770382, -1.380748)  0.1851
H (2.401535, 1.167176, -1.961920)  0.1905
H (-1.073575, 0.393199, -1.125646)  0.5114
H (-0.712923, -1.201766, -1.211061)  0.4799
O (-1.346849, -0.503874, -1.373762)  -0.9892
H (-2.681640, -1.039159, -0.149554)  0.4957
H (-3.400316, -0.248566, 0.949366)  0.4639
O (-3.188223, -1.143725, 0.678984)  -0.9798
H (-0.771899, -1.761022, 2.743493)  0.4745
H (-0.738412, -1.815190, 1.265887)  0.4761
O (-0.203460, -1.522105, 2.012448)  -0.9479

Atomic forces in eV per Å
C 1.32 -1.41 0.30
N -0.59 -0.56 0.35
C -1.14 0.17 -0.14
C -0.17 -0.66 -0.29
C 1.23 0.95 0.84
H -0.06 0.29 -0.06
H 0.09 0.04 -0.01
H -1.32 0.90 -0.05
H 0.43 0.78 -0.71
H 0.19 -0.14 -0.03
H 0.29 -0.22 0.08
H -0.15 0.11 -0.12
H 0.09 0.04 0.18
H -0.26 -0.17 -0.41
H 1.05 -0.54 0.47
H 0.66 0.66 0.10
O -1.57 -0.32 -0.57
H -0.11 0.23 0.14
H 0.00 0.09 0.02
O 0.11 -0.31 -0.10
H -0.11 0.01 0.44
H -0.07 0.20 -0.11
O 0.08 -0.15 -0.29


Question: Which of these has the highest DFT total energy?
Answer: C4H6N2O2


Question: What is the DFT total energy in the first record?
Answer: -40987.392 eV


Question: Which of these has the highest DFT total energy?
Answer: C4H6N2O2


Question: Look up the DFT total energy of the first one.
Answer: -40987.392 eV